This record from the Open Molecules 2025 dataset describes one molecule with the formula C5H4N2. The level of theory is ωB97M-V/def2-TZVPD.

Computed properties:
Total charge   0
Orbital gap   9.8 eV
E_LUMO   0.87 eV
SMILES   C#Cc1ccn[nH]1

Geometry (Å):
C1 2.54985 0.07229 -0.05453
C2 1.55963 -0.44300 0.40287
C3 0.13872 -0.42911 0.54265
C4 -0.81571 -1.05884 -0.23490
C5 -1.74869 -0.04233 -0.50053
N1 -1.46523 1.08952 0.13628
N2 -0.34959 0.81536 0.80152
H1 3.33032 0.59461 -0.55647
H2 -0.81410 -2.07901 -0.59191
H3 -2.54967 -0.06129 -1.22187
H4 0.16445 1.54182 1.27689

This record from the Open Molecules 2025 dataset describes one molecule with the formula C5H4N2. The level of theory is ωB97M-V/def2-TZVPD.

Computed properties:
Total charge   0
Orbital gap   9.4 eV
E_LUMO   0.74 eV
SMILES   [H]/N=C/C(=C=N)C#C

Geometry (Å):
C1 2.71232 -0.64236 0.17699
C2 1.55735 -0.31899 0.05477
C3 0.17937 0.03778 -0.08633
C4 -0.91769 -0.93541 0.10381
N1 -2.13011 -0.55261 0.09516
N2 -0.64300 2.35379 -0.72503
C5 -0.20622 1.28175 -0.36891
H1 3.73901 -0.92052 0.27932
H2 -0.58814 -1.97057 0.25285
H3 -2.76270 -1.34063 0.22127
H4 -0.94018 3.00776 -0.00391

This record from the Open Molecules 2025 dataset describes one molecule with the formula C5H4N2. The level of theory is ωB97M-V/def2-TZVPD.

Computed properties:
Total charge   0
Orbital gap (alpha / beta)   8.7 / 7.8 eV
E_LUMO (alpha / beta)   -0.22 / -1.42 eV

Geometry (Å):
C1 -2.24702 1.47937 -0.62477
C2 -1.26513 0.78508 -0.55553
C3 -0.08986 -0.06618 -0.50481
C4 0.72470 0.13813 0.65883
C5 1.52981 -0.91130 1.23666
N1 1.86120 -1.71922 0.34370
N2 0.17605 -0.95578 -1.40209
H1 -3.12034 2.09048 -0.68738
H2 0.91291 1.15603 0.99818
H3 1.97331 -0.82404 2.23677
H4 -0.63053 -1.08266 -2.02058

This record from the Open Molecules 2025 dataset describes one molecule with the formula C5H4N2. The level of theory is ωB97M-V/def2-TZVPD.

Computed properties:
Total charge   0
Orbital gap   9.9 eV
E_LUMO   0.90 eV
SMILES   C#Cc1ccn[nH]1

Geometry (Å):
C1 2.66960 -0.14596 -0.15936
C2 1.57883 -0.46335 0.24060
C3 0.16646 -0.36804 0.38431
C4 -0.83768 -0.90476 -0.39607
C5 -1.85957 0.05962 -0.34519
N1 -1.54903 1.07984 0.44755
N2 -0.33044 0.78876 0.89592
H1 3.54160 0.23476 -0.63347
H2 -0.79178 -1.81990 -0.96796
H3 -2.77543 0.08609 -0.91724
H4 0.18745 1.45292 1.45091

For reference, total energy by record: -302.3246, -302.3148, -302.2202, -302.3421 a.u..
For reference, relative energy (zero: lowest compared OMol25 entry of this formula, charge and spin) by record: 65.1, 71.2, 130.6, 54.1 kcal/mol.